83
Properties=species:S:1:pos:R:3:lowdin_spin:R:1 method="wB97M-V/def2-TZVPD" e_above_lowest_kcal_mol=0.0 mol_weight_g_mol=972.570 total_charge=-2 total_energy_ha=-10096.654269 homo_lumo_gap_ev="2.194 / 4.665" multiplicity=8 lumo_energy_ev="3.996 / 3.995"
Eu 0.508 0.821 0.338 6.290
C 3.227 -0.186 3.320 0.003
C 1.828 0.340 3.250 0.005
C 1.580 1.706 3.267 0.003
C 0.287 2.206 3.246 0.010
C 0.037 3.678 3.243 0.002
C -0.773 1.313 3.197 0.000
C -0.560 -0.056 3.173 0.007
C -1.709 -1.003 3.115 0.002
C 0.745 -0.526 3.187 0.007
H 3.668 -0.373 2.336 0.002
H 3.257 -1.124 3.876 0.000
H 3.878 0.520 3.838 0.000
H 2.408 2.391 3.307 0.000
H -0.012 4.063 2.223 0.001
H 0.828 4.217 3.769 0.000
H -0.907 3.922 3.739 0.000
H -1.780 1.691 3.188 0.000
H -1.917 -1.307 2.090 0.001
H -2.615 -0.550 3.519 0.000
H -1.509 -1.901 3.697 0.000
H 0.922 -1.587 3.156 0.006
S -0.533 2.562 -1.403 -0.011
C -2.255 2.930 -1.637 -0.001
C -2.672 3.923 -2.529 0.000
C -4.036 4.189 -2.680 0.000
C -4.975 3.465 -1.938 0.001
C -4.553 2.472 -1.047 0.000
C -3.181 2.199 -0.900 0.000
As -2.445 0.844 0.315 -0.002
C -4.154 0.236 1.068 0.000
C -4.587 0.816 2.269 0.000
C -5.807 0.440 2.837 0.000
C -6.606 -0.518 2.207 0.000
C -6.185 -1.099 1.008 0.000
C -4.964 -0.725 0.437 -0.001
C -2.192 -0.613 -0.986 -0.007
C -2.349 -0.442 -2.373 -0.024
C -2.149 -1.520 -3.242 0.000
C -1.795 -2.773 -2.737 -0.010
C -1.638 -2.950 -1.360 -0.008
C -1.835 -1.874 -0.489 -0.015
H -1.945 4.486 -3.100 0.000
H -4.365 4.957 -3.368 0.000
H -6.031 3.675 -2.054 0.000
H -5.301 1.933 -0.488 0.000
H -3.977 1.562 2.762 0.000
H -6.134 0.892 3.764 0.000
H -7.552 -0.807 2.646 0.000
H -6.806 -1.838 0.520 0.000
H -4.669 -1.184 -0.495 -0.001
H -2.622 0.511 -2.797 -0.001
H -2.268 -1.384 -4.309 0.000
H -1.642 -3.605 -3.411 -0.001
H -1.362 -3.921 -0.969 0.000
H -1.709 -2.022 0.576 0.002
Se 2.685 0.855 -1.571 0.008
P 3.586 -0.948 -1.233 0.165
Se 2.110 -1.461 0.366 0.099
C 5.214 -0.552 -0.433 0.113
C 6.436 -1.059 -0.904 0.063
C 7.635 -0.730 -0.262 0.039
C 7.626 0.105 0.856 0.129
C 6.418 0.614 1.335 0.015
C 5.219 0.287 0.694 0.096
C 3.220 -1.980 -2.733 0.023
C 4.220 -2.646 -3.460 0.017
C 3.889 -3.413 -4.582 0.005
C 2.558 -3.524 -4.989 0.026
C 1.556 -2.867 -4.274 0.001
C 1.884 -2.100 -3.152 0.021
H 6.487 -1.703 -1.757 0.003
H 8.572 -1.126 -0.632 0.001
H 8.555 0.358 1.352 0.013
H 6.410 1.262 2.202 -0.002
H 4.292 0.691 1.081 0.006
H 5.252 -2.588 -3.181 0.001
H 4.666 -3.923 -5.136 0.000
H 2.304 -4.118 -5.857 0.003
H 0.523 -2.952 -4.587 -0.001
H 1.093 -1.599 -2.610 -0.003
F 1.785 2.604 0.338 -0.013
H -0.289 -0.559 -1.042 -0.086